{"formula": "C42H65FeN2O2PSSe", "method": "the ωB97M-V functional and the def2-TZVPD basis", "homo_energy_ev": -6.759, "gap_ev": 7.03, "relative_energy_kj_mol": 0.0, "symbols": ["Fe", "C", "C", "C", "C", "C", "C", "C", "Se", "C", "C", "C", "C", "C", "C", "O", "C", "C", "C", "C", "C", "C", "C", "C", "C", "O", "C", "C", "C", "C", "C", "C", "H", "H", "H", "H", "H", "H", "H", "H", "H", "H", "H", "H", "H", "H", "H", "H", "H", "H", "H", "H", "H", "H", "H", "H", "H", "H", "H", "H", "H", "H", "H", "H", "H", "H", "H", "H", "H", "H", "H", "H", "C", "C", "N", "C", "C", "S", "C", "C", "N", "H", "H", "H", "H", "H", "H", "H", "H", "H", "H", "H", "H", "H", "H", "C", "P", "C", "C", "C", "C", "C", "C", "C", "H", "H", "H", "H", "H", "H", "H", "H", "H", "H", "H"], "positions_angstrom": [[1.46883, 1.55231, -0.25298], [3.15105, -5.19511, 2.04368], [3.37456, -5.04361, 0.53895], [4.86133, -5.29314, 0.24814], [2.53394, -6.10897, -0.17863], [2.97661, -3.65622, 0.04140], [2.47349, -2.66717, 0.86434], [2.12491, -1.42965, 0.33734], [1.31934, -0.11119, 1.46703], [-0.51009, -0.49049, 1.01543], [-1.17912, -1.49828, 1.69111], [-2.43438, -1.90270, 1.26642], [-2.90839, -1.31743, 0.08842], [-2.25944, -0.31975, -0.62914], [-1.05007, 0.20542, -0.08473], [-0.45240, 1.26555, -0.55204], [-2.80342, -0.01040, -2.03865], [-2.12336, 1.15147, -2.77156], [-4.30982, 0.28426, -2.01665], [-2.56918, -1.26860, -2.89340], [-3.25610, -2.97858, 1.97276], [-4.60369, -2.38621, 2.40802], [-3.50454, -4.15644, 1.01986], [-2.54432, -3.51360, 3.21560], [2.23900, -1.10021, -1.02400], [1.89686, 0.07740, -1.48030], [2.76053, -2.11966, -1.87693], [3.10553, -3.33668, -1.31672], [2.95686, -1.84726, -3.37014], [1.61450, -1.50462, -4.03732], [3.53227, -3.05309, -4.11651], [3.95134, -0.68760, -3.53602], [3.44940, -6.19701, 2.35887], [2.09988, -5.06081, 2.30761], [3.74408, -4.47512, 2.61140], [5.15567, -6.28881, 0.59006], [5.48078, -4.55486, 0.76121], [5.07630, -5.22716, -0.81939], [2.80785, -7.10870, 0.16851], [2.68329, -6.07568, -1.25883], [1.47103, -5.95393, 0.01723], [2.33605, -2.83190, 1.92539], [-0.69510, -1.95999, 2.54227], [-3.83748, -1.70029, -0.31917], [-2.21179, 2.08899, -2.22132], [-2.60201, 1.27086, -3.74887], [-1.06811, 0.93492, -2.93072], [-4.53021, 1.20474, -1.47389], [-4.88280, -0.52278, -1.56025], [-4.67211, 0.40576, -3.04058], [-1.50465, -1.51024, -2.92735], [-2.92070, -1.10234, -3.91548], [-3.09735, -2.13339, -2.48726], [-5.16666, -2.00726, 1.55330], [-4.45148, -1.55752, 3.10307], [-5.21380, -3.14519, 2.90476], [-4.05582, -3.84528, 0.13142], [-4.08733, -4.93428, 1.52006], [-2.55773, -4.59021, 0.69272], [-2.35700, -2.72017, 3.94223], [-1.59059, -3.98013, 2.96077], [-3.16763, -4.26936, 3.69764], [3.49856, -4.10197, -1.97237], [0.92987, -2.35276, -3.95848], [1.76842, -1.29412, -5.09973], [1.14870, -0.64329, -3.56454], [2.87514, -3.92240, -4.04670], [4.51955, -3.33293, -3.74307], [3.63795, -2.79888, -5.17334], [3.62455, 0.18237, -2.96881], [4.04515, -0.41233, -4.59064], [4.93777, -0.98174, -3.16986], [0.63976, 4.00957, -1.41034], [1.12686, 4.44523, -0.02844], [1.25670, 3.27622, 0.87305], [2.37653, 3.39192, 1.81608], [3.74057, 3.31205, 1.13332], [3.73939, 2.08406, -0.21235], [3.73261, 3.18742, -1.69607], [2.54473, 2.86237, -2.59206], [1.29112, 2.76552, -1.84116], [0.79310, 4.81875, -2.13338], [-0.42872, 3.80064, -1.35618], [0.41850, 5.16633, 0.38640], [2.08929, 4.95204, -0.09378], [0.39899, 3.21443, 1.41916], [2.27823, 2.55933, 2.51268], [2.32090, 4.32267, 2.39610], [4.49835, 3.02203, 1.85930], [4.05256, 4.26917, 0.71689], [4.66507, 3.05656, -2.24188], [3.69405, 4.22090, -1.35320], [2.69723, 1.88602, -3.05096], [2.47978, 3.61292, -3.39147], [0.61734, 2.21713, -2.36713], [-2.40117, 1.77345, 2.93800], [-2.13942, 3.15885, 1.75430], [-3.55576, 2.86116, 0.63619], [-2.71629, 4.59201, 2.74453], [-2.23681, 4.77620, 4.04186], [-2.60217, 5.88685, 4.78672], [-3.44813, 6.84381, 4.24315], [-3.92513, 6.67837, 2.95181], [-3.56193, 5.56259, 2.20968], [-1.57080, 1.69967, 3.63974], [-2.42296, 0.84556, 2.36028], [-3.33383, 1.88275, 3.49434], [-4.51059, 2.88181, 1.16457], [-3.39977, 1.86871, 0.20478], [-3.57383, 3.58064, -0.18249], [-1.57478, 4.03877, 4.48235], [-2.22700, 6.00478, 5.79550], [-3.73520, 7.71065, 4.82393], [-4.58837, 7.41723, 2.51995], [-3.95124, 5.44829, 1.20562]], "forces_ev_per_angstrom": [[0.1, 0.1, 0.1], [0.0, 0.0, 0.0], [0.0, 0.0, 0.0], [0.0, 0.0, 0.0], [0.0, 0.0, 0.0], [0.0, 0.0, 0.0], [0.0, 0.0, 0.0], [0.0, 0.0, 0.0], [-0.1, 0.0, 0.0], [0.0, -0.1, 0.1], [0.0, 0.0, 0.0], [0.0, 0.0, 0.0], [0.0, 0.0, 0.0], [0.0, -0.1, 0.0], [0.1, 0.1, 0.0], [0.0, 0.1, -0.1], [0.0, 0.0, 0.0], [0.0, 0.0, 0.0], [0.0, 0.0, 0.0], [0.0, 0.0, 0.0], [0.0, 0.0, 0.0], [0.0, 0.0, 0.0], [0.0, 0.0, 0.0], [0.0, 0.0, 0.0], [0.0, 0.0, 0.0], [-0.1, 0.0, 0.0], [0.0, 0.0, 0.0], [-0.1, 0.0, 0.0], [0.0, 0.0, 0.0], [0.0, 0.0, 0.1], [0.0, 0.0, 0.0], [0.0, 0.0, 0.0], [0.0, 0.0, 0.0], [0.0, 0.0, 0.0], [0.0, 0.0, 0.0], [0.0, 0.0, 0.0], [0.0, 0.0, 0.0], [0.0, 0.0, 0.0], [0.0, 0.0, 0.0], [0.0, 0.0, 0.0], [0.0, 0.0, 0.0], [0.0, 0.0, 0.0], [0.0, 0.0, 0.0], [0.0, 0.0, 0.0], [0.0, 0.0, 0.0], [0.0, 0.0, 0.0], [0.0, 0.0, 0.0], [0.0, 0.0, 0.0], [0.0, 0.0, 0.0], [0.0, 0.0, 0.0], [0.0, 0.0, 0.0], [0.0, 0.0, 0.0], [0.0, 0.0, 0.0], [0.0, 0.0, 0.0], [0.0, 0.0, 0.0], [0.0, 0.0, 0.0], [0.0, 0.0, 0.0], [0.0, 0.0, 0.0], [0.0, 0.0, 0.0], [0.0, 0.0, 0.0], [0.0, 0.0, 0.0], [0.0, 0.0, 0.0], [0.0, 0.0, 0.0], [0.0, 0.0, 0.0], [0.0, 0.0, 0.0], [0.0, 0.0, 0.0], [0.0, 0.0, 0.0], [0.0, 0.0, 0.0], [0.0, 0.0, 0.0], [0.0, -0.1, 0.0], [0.0, 0.0, 0.0], [0.0, 0.0, 0.0], [0.0, 0.1, 0.1], [-0.1, -0.1, 0.0], [0.1, 0.1, -0.1], [0.0, 0.1, 0.2], [-0.1, 0.0, 0.0], [-0.1, 0.1, -0.2], [-0.2, -0.1, 0.2], [0.0, 0.0, -0.1], [0.0, -0.1, -0.1], [0.0, 0.0, 0.0], [0.0, -0.1, 0.0], [0.0, 0.1, 0.0], [0.0, 0.0, 0.0], [-0.2, -0.1, -0.2], [0.0, 0.0, 0.0], [0.0, 0.0, 0.0], [0.0, 0.0, 0.0], [0.0, 0.0, 0.0], [0.0, -0.1, 0.0], [0.0, 0.0, 0.0], [0.0, 0.1, 0.0], [0.0, 0.0, 0.0], [0.0, 0.0, 0.0], [-0.1, 0.0, -0.1], [0.1, 0.1, 0.2], [0.1, -0.1, -0.1], [-0.1, -0.1, 0.0], [0.0, 0.0, 0.0], [0.0, 0.0, 0.0], [0.0, 0.0, 0.0], [0.0, 0.0, 0.0], [0.0, 0.0, 0.0], [0.0, 0.0, 0.0], [0.0, 0.0, 0.0], [0.0, 0.0, 0.0], [0.0, 0.0, 0.0], [0.0, 0.1, 0.1], [0.0, 0.0, 0.0], [0.0, 0.0, 0.0], [0.0, 0.0, 0.0], [0.0, 0.0, 0.0], [0.0, 0.0, 0.0], [0.0, 0.0, 0.0]]}


{"formula": "C26H24N4O12V", "method": "the ωB97M-V functional and the def2-TZVPD basis", "homo_energy_ev": -3.031, "gap_ev": 3.49, "total_charge": -1, "symbols": ["O", "V", "O", "O", "C", "C", "O", "H", "H", "H", "H", "C", "C", "C", "C", "C", "C", "N", "O", "O", "H", "H", "H", "H", "H", "C", "C", "C", "C", "C", "C", "N", "O", "O", "H", "H", "H", "H", "H", "C", "C", "C", "C", "C", "C", "N", "O", "O", "H", "H", "H", "H", "H", "C", "C", "C", "C", "C", "C", "N", "O", "O", "H", "H", "H", "H", "H"], "positions_angstrom": [[-1.27414, 2.12036, 4.35686], [-2.67489, 1.53059, 3.89927], [-3.14910, 0.38771, 4.91389], [-3.19628, 1.54451, 1.82082], [-2.07263, 1.58849, 0.96493], [-2.20315, 2.16114, -0.49686], [-2.96985, 3.26212, -0.76916], [-1.55468, 0.62074, 0.87770], [-1.31789, 2.21269, 1.46554], [-2.39173, 1.30746, -1.17842], [-1.16522, 2.43044, -0.78066], [3.29472, 1.10181, -2.78219], [2.07930, 0.72483, -3.33936], [1.06239, 1.67292, -3.37293], [1.28848, 2.93717, -2.86435], [2.53490, 3.29511, -2.34935], [3.58129, 2.39116, -2.36507], [0.20095, 3.89816, -2.77561], [-0.79906, 3.68998, -3.41354], [0.29078, 4.81055, -1.95442], [4.03469, 0.31219, -2.71548], [1.89363, -0.25994, -3.74154], [0.07385, 1.44570, -3.74853], [2.63711, 4.29122, -1.94111], [4.58546, 2.57489, -2.01201], [1.76746, -3.44006, -0.13738], [0.60715, -2.68058, -0.10217], [0.37464, -1.78110, 0.94930], [1.28274, -1.68486, 1.98752], [2.43204, -2.46950, 1.95699], [2.72600, -3.28243, 0.86719], [0.93098, -0.93373, 3.18349], [-0.14303, -0.40005, 3.21093], [1.84650, -0.73536, 3.98397], [1.96281, -4.10186, -0.97030], [-0.08481, -2.72952, -0.93117], [-0.54189, -1.20959, 0.99702], [3.14080, -2.46452, 2.77324], [3.63949, -3.85807, 0.88739], [1.57981, 3.16617, 2.03188], [1.68943, 2.46894, 0.84196], [2.60422, 1.43333, 0.71881], [3.40427, 1.10109, 1.80079], [3.28854, 1.82448, 2.99944], [2.45881, 2.92631, 3.07208], [4.35511, -0.00124, 1.68365], [5.09367, -0.22362, 2.62672], [4.37310, -0.62886, 0.64136], [0.81415, 3.90619, 2.22626], [1.09559, 2.69282, -0.03338], [2.55587, 0.80821, -0.16069], [3.84249, 1.46372, 3.85479], [2.33585, 3.47268, 3.99646], [-3.97031, -1.58343, -0.49423], [-3.23730, -2.00046, -1.61202], [-3.61317, -3.12952, -2.32821], [-4.67606, -3.89262, -1.94887], [-5.38584, -3.53690, -0.80343], [-5.06875, -2.38132, -0.09360], [-5.09039, -5.08632, -2.72865], [-4.37214, -5.47384, -3.62719], [-6.20181, -5.53575, -2.52751], [-3.59146, -0.77264, 0.11103], [-2.32530, -1.47606, -1.86106], [-2.94803, -3.48215, -3.10674], [-6.24228, -4.13184, -0.51699], [-5.49787, -2.20819, 0.88287]], "forces_ev_per_angstrom": [[-1.0, -0.2, -0.2], [0.0, -0.6, -3.2], [0.1, 1.0, -0.8], [0.6, -0.8, 3.6], [1.1, 1.2, 0.2], [-1.1, 1.9, -0.8], [0.4, -1.5, 1.0], [-0.4, -0.4, 0.0], [0.1, 0.2, -0.1], [-0.5, -0.6, -0.1], [0.9, -0.4, 0.4], [0.4, -1.2, -0.7], [-0.3, 1.0, 0.3], [-0.5, -0.1, -0.2], [1.3, -0.4, 0.4], [-0.1, 0.7, -0.2], [-0.6, -0.7, 0.0], [-1.2, 0.7, 1.4], [0.0, -0.2, -0.8], [0.7, -0.4, -0.6], [0.3, 0.2, 0.0], [0.1, -0.1, 0.2], [0.0, 0.0, 0.0], [0.1, 0.0, 0.0], [-0.1, 0.4, 0.2], [0.5, 0.4, 0.1], [0.2, 0.7, 0.3], [-0.4, -0.4, -0.4], [0.0, -1.8, -0.6], [0.6, 0.0, 0.1], [-1.0, -0.1, 0.3], [2.0, 1.3, -0.3], [-0.9, -0.1, 0.4], [-0.9, -0.5, -0.1], [-0.1, -0.1, 0.0], [-0.2, -0.1, 0.1], [0.0, 0.1, -0.1], [-0.1, 0.3, 0.1], [0.0, 0.0, -0.1], [0.0, 0.7, 0.0], [0.0, -0.1, -0.3], [-0.3, -0.4, 0.1], [-0.7, 0.9, 0.4], [1.0, -0.5, -0.3], [-0.5, -1.0, 0.3], [0.1, 0.1, 0.2], [-0.1, -0.1, 0.0], [0.1, 0.0, -0.1], [-0.1, 0.1, -0.5], [-0.4, 0.1, 0.3], [0.4, 0.1, -0.1], [0.2, 0.2, 0.0], [0.1, -0.1, 0.1], [-0.1, -1.3, -0.3], [-0.5, 0.2, 0.7], [1.6, -0.1, -0.6], [-0.8, 0.1, 0.9], [-0.7, 0.2, -0.2], [1.4, -0.1, -0.1], [-0.5, 0.7, -0.6], [0.5, 0.0, 0.2], [0.1, -0.1, 0.5], [-0.3, 0.3, 0.0], [-0.1, 0.1, -0.2], [-0.3, 0.1, -0.3], [0.1, -0.1, 0.1], [-0.4, 0.2, -0.2]]}


{"formula": "C2H6O2S", "method": "the ωB97M-V functional and the def2-TZVPD basis", "homo_energy_ev": -9.928, "gap_ev": 9.66, "relative_energy_kj_mol": 224.7, "symbols": ["C", "C", "O", "O", "S", "H", "H", "H", "H", "H", "H"], "positions_angstrom": [[0.10460, -2.13990, -0.82024], [-0.22955, 3.58113, 0.62292], [1.45920, 2.09737, -0.55603], [-0.33995, -3.22915, -1.63477], [0.11308, 2.13584, -0.07980], [0.62313, -1.38825, -1.46471], [-0.68075, -1.72124, -0.27016], [0.86419, -2.49297, -0.19507], [0.56905, 4.31472, 0.70388], [-1.14991, 3.79807, 1.03694], [-1.18965, -3.01623, -2.05043]], "forces_ev_per_angstrom": [[0.7, 0.2, -2.8], [2.2, -1.6, -1.2], [2.2, -0.4, -0.9], [-0.3, 0.0, 0.1], [-2.5, 2.1, 1.6], [-0.6, -0.1, 0.4], [-1.1, 0.8, 0.9], [0.9, -0.8, 1.2], [-0.1, -0.1, -0.1], [-1.9, 0.1, 0.7], [0.5, 0.1, 0.3]]}


{"formula": "C12H27N5O4", "method": "the ωB97M-V functional and the def2-TZVPD basis", "homo_energy_ev": -9.056, "gap_ev": 9.32, "relative_energy_kj_mol": 279.6, "smiles": "[H]/N=C(/N)NCCC[C@H](N)C(=O)O.CC[C@H](C)[C@H](N)C(=O)O", "symbols": ["H", "N", "C", "N", "N", "C", "C", "C", "C", "N", "C", "O", "O", "H", "H", "H", "H", "H", "H", "H", "H", "H", "H", "H", "H", "H", "C", "C", "C", "C", "C", "N", "C", "O", "O", "H", "H", "H", "H", "H", "H", "H", "H", "H", "H", "H", "H", "H"], "positions_angstrom": [[-4.15036, -1.78237, 0.43516], [-4.86240, -1.12856, 0.24608], [-4.23677, 0.01317, 0.13805], [-4.91690, 1.16015, -0.42322], [-2.89772, 0.26329, 0.45533], [-1.97990, 1.20125, -0.20687], [-0.86213, 1.75957, 0.67550], [-0.11404, 2.70369, -0.29293], [1.17313, 3.24693, 0.31988], [1.70213, 4.17558, -0.67186], [2.18853, 2.10451, 0.57478], [2.95338, 1.78427, -0.32496], [2.13200, 1.43823, 1.77409], [-5.02248, 1.96568, 0.22721], [-5.83384, 0.89901, -0.70475], [-2.51339, -0.46615, 0.96836], [-2.57074, 2.01983, -0.55926], [-1.59281, 0.73453, -1.16445], [-0.16027, 1.07765, 0.99691], [-1.25266, 2.26007, 1.55146], [-0.66743, 3.47399, -0.74313], [0.20416, 2.09850, -1.10295], [0.89574, 3.78798, 1.29948], [2.57532, 4.32220, -0.53744], [1.69064, 3.67975, -1.44460], [1.50183, 1.83804, 2.38596], [-0.11373, -3.51621, -0.15964], [1.11573, -3.25217, -1.00341], [1.29673, -1.76820, -1.00308], [2.27276, -1.32760, -2.06256], [1.71208, -1.28827, 0.38171], [2.98963, -1.74318, 0.89158], [0.63173, -1.26653, 1.42574], [0.66091, -1.66425, 2.55975], [-0.51073, -0.75363, 0.97953], [-0.92317, -3.08519, -0.63680], [-0.06170, -3.12620, 0.82005], [-0.24627, -4.57235, -0.11302], [1.98261, -3.76319, -0.62534], [1.00755, -3.59193, -2.07998], [0.32560, -1.29882, -1.24871], [1.85406, -1.59351, -3.01343], [2.51004, -0.25951, -2.00247], [3.15834, -1.85330, -1.94051], [1.84815, -0.25620, 0.24019], [3.20442, -1.20453, 1.71530], [2.90240, -2.73853, 1.20632], [-1.00016, -0.70747, 1.79692]], "forces_ev_per_angstrom": [[0.8, -1.5, 0.4], [0.4, 2.9, -0.4], [-1.0, 0.5, -0.8], [1.0, 0.0, 1.4], [-1.6, 1.3, -0.4], [-0.4, -1.5, -0.3], [-1.3, 2.4, -2.3], [1.0, -1.3, 2.1], [-0.3, 1.2, 1.2], [-6.7, 1.1, 3.7], [0.2, 0.1, -1.2], [-1.1, 0.0, 2.2], [0.6, 0.2, -0.9], [0.5, -0.9, -0.6], [-0.7, -0.5, -0.3], [0.6, -1.2, 0.4], [-0.5, 0.6, -0.1], [0.1, 0.3, 1.1], [1.0, -1.1, 0.4], [-0.4, 0.4, 0.2], [-0.9, 1.3, -0.1], [0.3, -0.8, -1.1], [0.6, -0.7, -1.3], [7.4, 1.7, 1.5], [-0.3, -2.7, -5.2], [0.0, 0.2, -0.2], [1.4, -1.8, -0.7], [-0.8, 0.0, -1.1], [0.0, 0.4, -0.1], [-0.9, 1.1, 0.3], [0.3, 0.3, 0.6], [-0.4, -1.9, -0.1], [0.2, -1.3, -0.2], [0.8, 0.1, 0.7], [0.0, -0.7, -0.6], [-1.9, 0.8, -0.9], [0.2, -0.1, 0.9], [-0.5, -0.9, 0.3], [0.6, -0.2, 0.2], [-0.2, 0.1, 1.2], [0.3, -0.2, 0.3], [-0.1, 0.1, -0.7], [-0.2, -0.1, -0.2], [1.9, -1.0, 0.2], [0.3, 1.5, -0.3], [0.2, 0.1, 0.2], [0.2, 1.2, -0.3], [-0.7, 0.1, 0.7]]}